# 1
This record from the OMol25 dataset describes 2 unconnected molecules or ions with the total composition C3H6Cl4Si. The level of theory is ωB97M-V/def2-TZVPD.

```
14
Properties=species:S:1:pos:R:3:forces:R:3:nbo_charge:R:1
C -2.530 -0.277 -0.169 1.51 -2.23 -4.58 -0.5957
C -0.981 -0.254 -0.431 1.38 0.76 -2.20 -0.4996
C -0.255 0.731 0.455 0.33 -1.73 1.31 -0.2168
Si 3.021 -0.147 0.381 -0.98 1.43 0.19 1.0769
Cl -0.079 2.324 -0.008 0.03 1.16 -0.74 0.0444
Cl 4.241 0.615 1.845 0.06 -0.16 0.08 -0.3727
Cl 3.060 -2.147 0.358 0.26 -0.94 -0.13 -0.3570
Cl 3.639 0.743 -1.360 0.04 -0.23 -0.13 -0.3708
H -3.077 0.610 -0.495 0.31 -0.11 -0.13 0.2190
H -2.763 -1.219 -0.871 -0.49 2.12 1.65 0.2125
H -2.759 -0.493 0.807 -0.48 -0.67 2.36 0.2046
H -0.509 -1.305 -0.559 -0.82 1.52 1.24 0.2385
H -0.692 0.122 -1.506 -1.16 -0.43 1.68 0.2219
H -0.314 0.696 1.554 0.04 -0.48 -0.60 0.1948
```
Positions in Å, forces in eV/Å.

Properties
Maximum force in eV/A: 5.3
DFT total energy in Ha: -2248.19047
LUMO (alpha / beta) in eV: -0.2 / -1.3
ΔE to the lowest compared entry with this formula, charge and spin in kcal/mol: 90.5
HOMO-LUMO gap (alpha / beta) in eV: 8.07 / 6.87
Total charge: 0
HOMO (alpha / beta) in eV: -8.2 / -8.2


# 2
This record from the OMol25 dataset describes 4 unconnected molecules or ions with the total composition C2H12NO3. The level of theory is ωB97M-V/def2-TZVPD.

```
18
Properties=species:S:1:pos:R:3:forces:R:3:nbo_charge:R:1
C 1.412 0.928 0.603 -0.57 -1.62 -0.40 -0.0645
C 2.444 0.559 -0.145 -0.26 1.95 1.45 -0.3466
N 0.247 -0.025 0.630 0.75 0.88 0.51 -0.7273
H 1.400 1.744 1.305 -0.37 0.37 -0.38 0.2366
H 3.109 1.416 -0.160 0.96 -0.72 -0.33 0.2424
H 2.651 -0.410 -0.566 -0.20 0.16 -0.55 0.2361
H 0.096 -0.426 1.560 0.03 -0.59 -0.13 0.4619
H -0.683 0.351 0.388 0.20 0.35 -0.50 0.4752
H 0.529 -0.660 -0.115 -0.66 -0.66 0.16 0.4518
H 1.020 -1.093 -3.088 -0.23 0.23 0.76 0.4868
H 0.648 0.334 -3.072 -0.21 0.86 -0.08 0.4872
O 0.720 -0.396 -2.464 0.36 -1.23 -0.59 -0.9673
H -2.257 -0.319 -1.429 0.23 -0.55 -0.14 0.4879
H -2.859 1.024 -1.246 0.33 0.18 0.38 0.4978
O -2.111 0.488 -0.937 -0.49 0.38 -0.13 -0.9684
H -1.599 -1.842 3.206 -0.06 0.85 -0.74 0.4992
H -2.442 -0.599 2.788 0.84 -0.55 -0.23 0.4973
O -1.630 -1.103 2.552 -0.64 -0.26 0.94 -0.9859
```
Positions in Å, forces in eV/Å.

Properties
Maximum force in eV/A: 2.4
DFT total energy in Ha: -363.61144
LUMO in eV: -2.8
ΔE to the lowest compared entry with this formula, charge and spin in kcal/mol: 24.7
HOMO-LUMO gap in eV: 11.69
Total charge: +1
HOMO in eV: -14.5


# 3
This record from the OMol25 dataset describes 2 unconnected molecules or ions with the total composition C2HF3N2O. The level of theory is ωB97M-V/def2-TZVPD.

```
9
Properties=species:S:1:pos:R:3:forces:R:3:nbo_charge:R:1
C 0.490 0.464 0.755 1.64 -1.63 1.70 0.2253
C 0.364 0.875 -0.659 0.04 2.10 -1.04 0.7252
N -1.417 -0.638 -0.381 0.53 -1.41 0.14 -0.0465
N -1.272 -1.694 0.037 -2.65 1.29 -0.31 0.2111
O 1.052 -0.544 1.221 -0.92 2.91 -1.57 -0.4643
F -0.425 1.970 -0.887 0.80 -1.65 0.68 -0.3148
F 1.330 0.927 -1.572 -0.71 -0.97 1.07 -0.2769
F -0.075 -2.535 0.064 1.36 -0.33 -0.36 -0.2277
H -0.046 1.175 1.421 -0.08 -0.31 -0.32 0.1685
```
Positions in Å, forces in eV/Å.

Properties
Maximum force in eV/A: 3.4
DFT total energy in Ha: -560.94720
LUMO (alpha / beta) in eV: -1.7 / -2.2
ΔE to the lowest compared entry with this formula, charge and spin in kcal/mol: 92.8
HOMO-LUMO gap (alpha / beta) in eV: 9.19 / 7.54
Total charge: 0
HOMO (alpha / beta) in eV: -10.9 / -9.7


# 4
This record from the OMol25 dataset describes a molecular structure, C6H12NO. The level of theory is ωB97M-V/def2-TZVPD.

```
20
Properties=species:S:1:pos:R:3:forces:R:3:nbo_charge:R:1
C -0.289 -0.740 -2.163 0.91 -0.32 0.65 0.0001
O 0.592 -1.733 -2.358 0.12 -0.06 -0.13 -0.9605
C -0.805 -1.726 0.062 0.41 0.87 -0.09 -0.6391
C -0.447 -0.394 -0.623 -0.75 -0.82 -0.87 -0.2451
C 0.837 0.273 -0.147 -0.57 0.29 0.09 -0.4484
N 0.023 2.812 1.320 -2.02 -1.34 1.36 -0.7984
C 0.426 1.695 1.898 2.15 5.47 -0.18 0.0975
C 0.919 0.501 1.346 -0.92 -0.61 -1.67 -0.4314
H -1.316 -0.999 -2.515 -0.19 0.36 -0.16 0.0750
H 0.059 0.224 -2.618 -0.49 0.13 -0.26 0.0745
H -0.055 -2.443 -0.293 -0.22 -0.07 0.25 0.2518
H -1.798 -2.006 -0.285 -0.07 -0.27 -0.03 0.1930
H -1.331 0.264 -0.566 0.25 0.36 0.30 0.1562
H -0.840 -1.612 1.148 0.09 -0.31 0.09 0.1658
H 1.646 -0.349 -0.487 0.42 -0.28 -0.18 0.2452
H 0.871 1.235 -0.652 0.33 0.30 -0.19 0.2076
H -0.619 2.617 0.548 1.13 0.17 -0.84 0.3381
H 0.570 1.825 2.977 0.35 -0.37 0.09 0.1599
H -0.233 0.494 1.581 0.13 -2.88 0.92 0.3185
H 1.790 0.061 1.827 -1.05 -0.61 0.84 0.2397
```
Positions in Å, forces in eV/Å.

Properties
Maximum force in eV/A: 5.9
DFT total energy in Ha: -365.68292
LUMO in eV: 3.7
ΔE to the lowest compared entry with this formula, charge and spin in kcal/mol: 60.1
HOMO-LUMO gap in eV: 6.21
Total charge: -1
HOMO in eV: -2.6


# 5
This record from the OMol25 dataset describes a molecular structure, C28H24N2O11P3Ta. The level of theory is ωB97M-V/def2-TZVPD.

```
69
Properties=species:S:1:pos:R:3:forces:R:3:nbo_charge:R:1
Ta 0.530 -0.093 0.767 -0.06 -0.01 0.17 2.3052
O 0.478 -1.996 1.301 -0.02 -0.02 0.00 -0.7636
C 1.342 -2.741 1.992 -0.03 0.01 0.00 0.3738
C 0.849 -3.664 2.915 0.01 0.00 -0.01 -0.2109
C 1.724 -4.460 3.623 -0.01 -0.01 0.01 -0.1729
C 3.103 -4.383 3.410 0.01 0.01 -0.01 -0.2449
C 3.591 -3.499 2.475 0.00 0.00 0.00 -0.1440
C 2.726 -2.653 1.769 0.04 0.00 -0.03 -0.1890
C 3.238 -1.812 0.723 -0.06 0.00 0.05 0.2109
N 2.560 -0.868 0.172 0.02 0.02 -0.06 -0.3768
N 3.100 -0.374 -1.013 -0.05 -0.02 0.04 -0.3606
C 2.128 0.127 -1.693 0.04 -0.03 -0.05 0.5610
O 0.904 0.162 -1.195 0.05 0.12 -0.02 -0.7694
C 2.322 0.655 -3.055 -0.03 0.00 0.02 -0.0563
C 1.338 1.459 -3.625 0.00 0.00 0.00 -0.2015
C 1.510 1.942 -4.914 0.00 0.00 0.01 -0.2039
C 2.655 1.624 -5.630 -0.01 0.01 0.00 -0.1969
C 3.637 0.825 -5.057 0.02 -0.01 -0.01 -0.2181
C 3.475 0.341 -3.770 -0.02 0.01 0.01 -0.1882
H -0.221 -3.717 3.067 0.00 -0.01 0.00 0.2228
H 1.333 -5.157 4.354 0.00 0.00 0.00 0.2185
H 3.777 -5.018 3.968 0.00 0.00 0.00 0.2205
H 4.655 -3.437 2.281 0.00 0.00 0.00 0.2158
H 4.216 -2.027 0.299 0.01 0.00 0.01 0.2094
H 0.454 1.715 -3.056 -0.01 0.01 0.00 0.2524
H 0.750 2.574 -5.354 0.00 0.00 0.00 0.2186
H 2.786 2.000 -6.637 0.00 0.00 0.00 0.2142
H 4.530 0.579 -5.617 0.00 0.00 0.00 0.2152
H 4.228 -0.284 -3.310 0.00 0.00 -0.01 0.2309
O -1.470 2.674 2.385 0.01 0.02 -0.02 -1.0024
P -0.974 1.482 3.282 -0.02 0.08 0.08 2.5785
O -1.712 1.303 4.520 0.01 -0.03 0.01 -1.0708
O -0.759 0.266 2.349 0.05 0.01 -0.03 -1.1303
O 0.609 1.930 3.634 -0.02 -0.04 -0.03 -1.0753
P 1.759 1.390 2.704 -0.07 -0.02 -0.07 2.5845
O 3.061 2.043 3.274 0.02 0.01 -0.02 -0.9645
O 1.806 -0.116 2.649 0.05 0.00 0.03 -1.0709
O 1.445 1.752 1.241 0.02 -0.02 0.05 -1.0592
H -1.232 2.529 1.443 0.01 -0.02 0.00 0.5372
H 2.908 2.818 3.828 0.00 0.00 0.00 0.5309
O -1.630 2.191 -1.886 -0.01 0.01 0.01 -0.5952
C -1.603 1.374 -0.999 0.06 0.10 0.03 0.8359
O -0.813 1.430 0.055 -0.05 -0.08 -0.14 -0.8215
C -2.547 0.175 -0.978 0.03 -0.05 0.02 -0.8536
P -1.569 -1.243 -0.411 0.04 -0.02 -0.03 1.0714
C -0.977 -2.129 -1.868 0.00 0.02 -0.02 -0.3731
C -0.481 -3.424 -1.721 -0.01 0.00 0.01 -0.1434
C 0.131 -4.057 -2.791 0.01 0.00 0.00 -0.2271
C 0.266 -3.397 -4.006 0.00 -0.01 -0.01 -0.1963
C -0.216 -2.105 -4.153 0.00 0.00 0.00 -0.1941
C -0.836 -1.469 -3.088 -0.02 -0.01 0.02 -0.1925
C -2.658 -2.367 0.488 0.01 -0.01 0.03 -0.3955
C -3.474 -3.267 -0.196 -0.01 0.01 -0.01 -0.1809
C -4.348 -4.081 0.506 0.01 0.00 0.00 -0.2139
C -4.411 -4.000 1.891 0.01 0.00 0.01 -0.1890
C -3.599 -3.106 2.575 -0.02 -0.02 0.00 -0.2157
C -2.719 -2.290 1.878 0.01 0.01 0.00 -0.1199
H -3.058 0.037 -1.927 -0.01 -0.01 0.00 0.2613
H -3.283 0.364 -0.192 -0.02 -0.01 -0.01 0.2798
H -0.571 -3.933 -0.769 0.00 0.00 0.00 0.2185
H 0.511 -5.063 -2.674 0.00 0.00 0.00 0.2187
H 0.753 -3.890 -4.837 0.00 0.00 0.00 0.2184
H -0.099 -1.581 -5.092 0.00 0.00 0.00 0.2237
H -1.182 -0.449 -3.204 0.00 0.00 -0.01 0.2297
H -3.422 -3.334 -1.276 0.00 0.00 0.00 0.2222
H -4.982 -4.778 -0.027 0.00 0.00 0.00 0.2193
H -5.095 -4.636 2.437 0.00 0.00 0.00 0.2183
H -3.650 -3.038 3.653 0.00 0.00 0.00 0.2230
H -2.086 -1.595 2.413 0.00 0.01 -0.01 0.2411
```
Positions in Å, forces in eV/Å.

Properties
Maximum force in eV/A: 0.2
DFT total energy in Ha: -3100.17813
LUMO in eV: -0.8
ΔE to the lowest compared entry with this formula, charge and spin in kcal/mol: 0.0
HOMO-LUMO gap in eV: 8.03
Total charge: 0
HOMO in eV: -8.8


# 6
This record from the OMol25 dataset describes 2 unconnected molecules or ions with the total composition C11H26BrN2O4S2. The level of theory is ωB97M-V/def2-TZVPD.

```
46
Properties=species:S:1:pos:R:3:forces:R:3:nbo_charge:R:1
N 3.366 -0.274 -0.345 -0.23 -0.02 -0.23 -0.8484
C 2.200 -0.347 -1.232 0.79 -0.17 0.45 -0.2127
C 2.348 0.667 -2.349 -0.04 -0.34 -0.18 -0.4246
C 1.040 1.087 -2.996 0.57 -0.04 0.06 -0.4218
C 0.287 2.173 -2.263 -0.07 0.05 -0.10 -0.5328
S -0.530 1.609 -0.748 -0.01 -0.14 0.44 0.7572
Br 0.771 2.102 0.927 -0.10 0.07 -0.46 0.1061
C -1.878 2.807 -0.577 -0.54 0.34 -0.17 -0.5470
C -3.216 2.252 -1.100 0.26 -0.19 0.12 -0.4084
C -3.356 0.745 -0.926 -0.34 0.53 -0.21 -0.4301
C -4.781 0.258 -1.132 -0.15 -0.57 -0.07 -0.6778
S -4.611 -1.435 -1.676 -0.15 0.26 -0.31 2.4000
O -4.029 -2.173 -0.632 0.13 -0.78 1.33 -0.9243
O -3.935 -1.429 -2.920 0.23 0.35 -1.22 -0.9447
O -6.092 -1.951 -1.884 -0.27 0.58 0.27 -0.8558
H 4.198 -0.327 -0.924 0.09 0.02 0.13 0.3528
H 3.381 -1.101 0.247 0.11 0.04 0.20 0.4022
H 1.322 -0.183 -0.614 -0.31 0.03 0.05 0.1487
H 2.104 -1.345 -1.656 -0.33 -0.16 -0.21 0.1885
H 2.930 1.516 -2.004 -0.05 0.32 0.18 0.2143
H 2.950 0.195 -3.119 0.20 -0.01 -0.20 0.2276
H 0.430 0.208 -3.180 -0.34 -0.09 0.05 0.2303
H 1.255 1.505 -3.973 -0.03 0.16 -0.25 0.2455
H 0.898 3.031 -2.007 0.19 0.13 0.09 0.2590
H -0.530 2.529 -2.885 -0.38 0.05 0.05 0.2554
H -1.616 3.694 -1.139 0.31 0.24 -0.04 0.2516
H -1.954 3.102 0.461 0.18 -0.27 0.32 0.2680
H -3.318 2.536 -2.140 -0.13 -0.10 -0.30 0.2205
H -4.016 2.751 -0.564 -0.05 0.28 0.18 0.2386
H -2.751 0.260 -1.682 0.39 -0.23 0.03 0.2338
H -3.032 0.454 0.066 0.20 -0.24 0.16 0.2277
H -5.360 0.236 -0.220 -0.14 0.11 0.25 0.2533
H -5.324 0.806 -1.894 0.00 0.19 -0.23 0.2341
H -6.618 -1.250 -2.313 0.04 -0.46 -0.10 0.5060
C 1.748 -2.174 3.448 -0.01 0.02 -0.09 -0.7212
C 3.199 -2.242 3.033 0.10 -0.05 0.01 0.6840
O 3.532 -2.446 1.873 -0.12 0.10 -0.10 -0.6648
N 4.134 -2.076 3.996 -0.13 0.04 0.02 -0.6028
C 3.936 -1.836 5.415 0.28 -0.04 -0.17 -0.4131
H 1.131 -2.330 2.568 0.04 -0.03 -0.04 0.2393
H 1.518 -2.950 4.178 -0.03 0.06 0.06 0.2376
H 1.515 -1.198 3.877 -0.02 -0.05 0.09 0.2215
H 5.080 -2.137 3.652 0.01 -0.01 0.03 0.4061
H 4.398 -0.890 5.700 -0.06 0.01 0.07 0.2024
H 4.398 -2.634 5.996 -0.07 0.01 0.07 0.2079
H 2.880 -1.795 5.657 -0.03 -0.01 -0.02 0.2103
```
Positions in Å, forces in eV/Å.

Properties
Maximum force in eV/A: 1.5
DFT total energy in Ha: -4215.32472
LUMO in eV: -4.9
HOMO-LUMO gap in eV: 6.67
Total charge: +1
HOMO in eV: -11.6